A molecular structure, C37H48NORuSSeTe. Source: the Open Molecules 2025 dataset; level of theory: ωB97M-V with the def2-TZVPD basis set.

Computed properties:
Orbital gap (alpha / beta): 4.55 / 4.54 eV
Electronic energy: -128724.2821 eV
⟨S²⟩: 0.76
Energy above the lowest of the compared OMol25 structures with the same formula, charge and spin: 3.814 eV
LUMO energy (alpha / beta): -8.3 / -8.3 eV
Charge: +2
Multiplicity: 2
Molecular weight: 862.5 Da

The geometry in XYZ format:
```
91
Properties=species:S:1:pos:R:3:forces:R:3
Ru 0.37044 1.96057 1.45102 1.8 -0.4 -0.7
C 0.69416 0.43974 4.79142 -0.1 0.0 0.0
C 1.34271 1.31237 3.76350 -0.2 0.2 0.1
C 1.10445 2.70084 3.76876 -0.1 -0.5 -0.1
C 1.76387 3.56729 2.87373 -0.4 0.1 -0.6
C 1.61893 5.04905 3.00885 -0.1 0.0 -0.1
C 2.63711 3.00832 1.91994 -0.1 -0.4 0.1
C 2.89763 1.62201 1.89265 0.0 0.5 -0.1
C 3.95828 1.06187 1.00136 -0.2 0.0 -0.2
C 2.24347 0.78790 2.82202 -0.5 0.4 -0.2
H 1.21143 0.55947 5.74480 0.0 0.0 0.0
H 0.74083 -0.61047 4.51192 0.0 0.0 0.0
H -0.34861 0.72523 4.94438 0.0 0.0 0.0
H 0.48149 3.12833 4.54997 -0.1 -0.1 -0.2
H 2.31400 5.39707 3.77533 0.0 0.0 0.0
H 0.61367 5.32379 3.32393 0.0 0.0 0.0
H 1.85624 5.56278 2.07957 0.0 0.0 0.0
H 3.21919 3.67014 1.28785 -0.2 -0.1 -0.1
H 4.80140 0.74701 1.61750 0.1 0.0 0.0
H 4.30806 1.80481 0.28873 0.0 0.0 0.0
H 3.60181 0.18583 0.46138 0.0 -0.1 0.0
H 2.50996 -0.26205 2.86232 -0.2 -0.1 -0.2
C 1.58891 3.27812 -1.46019 -0.4 -0.1 0.2
C 1.21533 1.80633 -1.35864 2.1 0.8 -2.6
O 1.57482 1.04177 -2.28884 0.1 0.6 0.8
N 0.49206 1.39896 -0.36502 -2.1 0.9 5.1
Te -0.03386 -0.88289 -1.98777 -0.5 -1.7 -0.5
C -0.35972 -2.78522 -3.00697 0.1 0.4 -0.1
C 0.14487 -3.00670 -4.28953 0.1 0.1 0.3
C 0.91260 -1.98920 -5.06968 0.0 0.2 0.0
C -0.06656 -4.24558 -4.88438 -0.2 -0.1 0.2
C -0.80352 -5.24256 -4.26210 0.1 0.4 0.1
C -1.05329 -6.55164 -4.92577 0.0 -0.3 0.0
C -1.34001 -4.97118 -3.00361 0.1 0.1 -0.2
C -1.14371 -3.75635 -2.37281 0.1 0.0 0.0
C -1.77749 -3.51751 -1.04050 0.0 0.0 0.1
C 1.18059 -1.72714 -0.46524 -0.1 0.2 0.1
C 0.71414 -1.80038 0.84785 0.0 -0.1 -0.2
C -0.56746 -1.16632 1.27233 0.1 0.3 0.0
C 1.50541 -2.44315 1.79638 0.1 0.0 -0.1
C 2.76044 -2.94584 1.48478 -0.1 0.1 -0.2
C 3.61220 -3.61679 2.50914 0.1 -0.1 0.0
C 3.21948 -2.80549 0.17768 -0.1 0.1 0.0
C 2.44288 -2.21620 -0.80747 0.1 0.0 0.0
C 2.94325 -2.13066 -2.21116 0.0 0.0 -0.1
H 2.65145 3.37025 -1.67660 0.0 -0.1 0.0
H 1.32638 3.80790 -0.53800 0.1 0.0 -0.3
H 1.03350 3.70687 -2.29468 0.1 0.1 0.0
H 1.03427 -1.05596 -4.51252 0.1 0.0 -0.2
H 0.39404 -1.77462 -6.00335 0.0 0.1 0.0
H 1.89630 -2.37604 -5.33297 0.1 0.1 0.0
H 0.34886 -4.42200 -5.86501 0.0 0.0 -0.2
H -0.57921 -6.59990 -5.90158 0.0 0.0 -0.1
H -2.12221 -6.72272 -5.04983 0.0 0.0 0.0
H -0.67238 -7.36608 -4.30972 0.0 -0.1 0.0
H -1.94025 -5.72269 -2.51366 -0.1 -0.1 0.1
H -2.56579 -4.24250 -0.85931 -0.1 0.0 0.1
H -2.21308 -2.51760 -0.99765 -0.1 0.0 0.1
H -1.03974 -3.61735 -0.24493 0.0 0.0 0.1
H -1.21192 -0.95351 0.41508 -0.1 0.0 0.3
H -0.32290 -0.19411 1.74589 -0.3 -0.6 -0.1
H -1.10508 -1.75895 2.00811 -0.1 -0.1 0.0
H 1.12461 -2.56018 2.80152 -0.1 0.0 0.2
H 3.11444 -3.66033 3.47328 0.0 0.0 0.1
H 4.55942 -3.09098 2.61576 0.1 0.0 0.1
H 3.84862 -4.63296 2.19932 0.0 -0.1 0.0
H 4.19791 -3.17909 -0.08717 0.1 -0.1 0.0
H 4.02602 -2.20908 -2.24567 0.1 0.0 0.0
H 2.64003 -1.18769 -2.67101 0.2 -0.1 -0.1
H 2.52922 -2.95503 -2.79194 0.0 0.0 -0.1
C -3.64347 1.41263 -2.46487 0.2 0.2 0.3
S -2.34698 1.52308 -1.20575 -0.4 0.2 -0.2
C -2.07881 3.31277 -1.28030 -0.1 -0.4 0.1
H -3.25137 1.78526 -3.40659 -0.1 0.0 -0.1
H -4.49805 2.00359 -2.14775 -0.1 0.0 -0.1
H -3.92930 0.37158 -2.56560 -0.1 -0.1 0.0
H -3.01627 3.80306 -1.02957 0.1 0.2 0.0
H -1.75242 3.60139 -2.27635 0.0 0.1 0.0
H -1.31293 3.54543 -0.53850 -0.1 0.1 -0.1
Se -1.83927 2.09342 2.24313 0.3 -1.1 -0.1
C -3.53051 2.99943 2.20880 0.5 0.7 -0.2
C -3.68506 4.30480 1.75711 0.1 0.0 -0.1
C -4.91354 4.92141 1.90974 0.0 0.1 0.0
C -5.97000 4.25368 2.51311 0.0 -0.1 0.0
C -5.80961 2.94829 2.95822 0.0 0.0 -0.1
C -4.59049 2.31661 2.80636 0.5 -0.3 0.1
H -2.85243 4.83447 1.31815 0.0 0.1 -0.1
H -5.04528 5.93454 1.56668 0.0 0.1 0.0
H -6.91790 4.75114 2.64924 -0.1 0.1 0.0
H -6.62866 2.42792 3.43484 0.0 0.0 0.0
H -4.44202 1.30360 3.15717 -0.1 0.0 0.1
```
Forces are in eV/Å.



2 unconnected molecules or ions with the total composition C11H17ClN5O. Source: the Open Molecules 2025 dataset; level of theory: ωB97M-V with the def2-TZVPD basis set.

Computed properties:
Orbital gap: 7.46 eV
Electronic energy: -33692.3079 eV
LUMO energy: -4.1 eV
Charge: +1
Molecular weight: 270.7 Da

The geometry in XYZ format:
```
35
Properties=species:S:1:pos:R:3:forces:R:3
C 5.60121 -1.77988 1.31226 -0.4 -0.4 0.5
C 4.02847 -1.59299 1.54013 0.7 -0.3 0.5
O 3.35228 -2.74996 0.96234 0.6 1.6 -0.5
C 3.43773 -0.20304 0.99459 0.3 -0.7 0.2
N 1.93414 -0.31166 1.12590 1.5 2.6 3.3
C 1.27248 0.18873 2.28497 -3.2 -2.4 -3.8
N -0.13678 -0.07897 2.16036 3.6 -1.1 -3.1
C -0.23115 -0.73898 0.89070 2.3 0.4 0.1
N -1.33138 -1.22792 0.29251 0.8 0.7 0.8
N -2.53809 -1.07673 1.00667 0.2 -0.3 -0.1
N 1.06553 -0.86716 0.22929 -3.2 0.7 2.6
Cl 1.39265 -1.55874 -1.29404 0.0 0.6 1.3
H 5.77889 -2.90579 1.16962 -0.3 1.7 0.2
H 5.96118 -1.23665 0.38186 -0.3 -0.5 1.3
H 6.17333 -1.50003 2.26005 -0.6 -0.1 -1.5
H 3.78069 -1.62151 2.66281 0.4 -0.1 -1.7
H 3.78555 -2.86577 0.08849 -0.4 -0.2 0.7
H 3.74683 0.05305 -0.07058 -0.6 -0.5 1.3
H 3.75894 0.66019 1.68225 -0.5 -1.3 -1.1
H 1.70335 0.72242 3.18988 -0.2 -0.9 -1.7
H -1.31593 -1.67488 -0.63788 -0.1 0.4 1.0
H -2.38052 -1.55731 1.90089 -0.5 0.6 -0.3
H -2.72399 -0.07178 1.12822 0.1 -0.6 0.2
C -2.87093 1.29134 -1.40569 -0.2 0.1 -0.1
C -4.21946 1.04025 -1.17053 0.0 0.0 0.0
C -5.19121 1.75155 -1.86637 0.1 0.0 0.0
C -4.81464 2.70733 -2.80466 0.1 -0.1 0.1
C -3.46655 2.95568 -3.04235 0.0 0.0 0.0
C -2.49456 2.25133 -2.34033 0.0 0.0 0.0
H -2.11322 0.73976 -0.86119 0.0 0.1 -0.1
H -4.51335 0.28997 -0.44382 0.0 0.0 -0.1
H -6.24188 1.56065 -1.67849 0.1 0.0 0.0
H -5.57228 3.25845 -3.35064 0.1 0.0 0.0
H -3.17360 3.69982 -3.77512 0.0 -0.1 0.1
H -1.44369 2.44926 -2.52208 -0.1 0.0 0.0
```
Forces are in eV/Å.



4 unconnected molecules or ions with the total composition CH10O3S2. Source: the Open Molecules 2025 dataset; level of theory: ωB97M-V with the def2-TZVPD basis set.

Computed properties:
Orbital gap: 9.48 eV
SMILES: CSS.O.O.O
Electronic energy: -29012.1587 eV
Energy above the lowest of the compared OMol25 structures with the same formula, charge and spin: 0.344 eV
LUMO energy: 0.2 eV
Charge: 0
Molecular weight: 134.2 Da

The geometry in XYZ format:
```
16
Properties=species:S:1:pos:R:3:forces:R:3
C -1.97372 0.06590 1.86512 0.9 -1.7 0.1
S -1.54704 0.32216 0.14301 0.0 0.5 0.1
S -2.59870 2.01529 -0.31034 -0.3 0.0 -0.2
H -2.91350 -0.45059 1.95114 -0.8 0.5 0.1
H -1.79797 0.87045 2.55612 -0.3 0.6 -0.1
H -1.28589 -0.72769 2.18984 0.2 0.1 -0.1
H -1.74166 2.98470 0.05495 0.2 -0.2 0.0
H 0.81303 -3.65980 -0.90039 -0.2 -0.2 -0.1
H -0.18180 -3.39400 -2.06123 0.0 -0.1 0.1
O 0.47382 -2.98315 -1.49162 0.2 0.3 0.1
H 0.92270 -0.45525 -0.85072 0.0 0.4 -0.2
H 2.27138 -1.02300 -1.09030 0.2 0.3 -0.2
O 1.80759 -0.17649 -1.13418 -0.3 -0.6 0.3
H 2.22931 1.71529 -0.82414 0.2 0.1 0.2
H 2.97516 2.33491 0.36591 0.0 -0.1 0.0
O 2.54730 2.56127 -0.46317 -0.2 0.0 -0.2
```
Forces are in eV/Å.